1.
This record from OMol25 describes C43H47NOP3S2Sc as an isolated structure. The level of theory is ωB97M-V with the def2-TZVPD basis set.

Geometry as XYZ:
```
98
Properties=species:S:1:pos:R:3
Sc -0.5945 -0.4965 -0.0051
N 1.7929 -0.0417 2.4913
P 0.0274 -0.1877 2.7806
C -0.0292 -0.3775 4.6079
C 0.8670 -1.1722 5.3053
C 0.9553 -1.1367 6.6824
C 0.1900 -0.2787 7.4156
C -0.8481 0.3849 6.7592
C -0.8758 0.4704 5.3759
C -0.5731 1.3495 2.2917
C -2.0200 1.4481 1.8769
C -2.2850 2.7762 1.2845
C -1.4173 3.7955 1.5538
C -0.1581 3.6566 2.1526
C 0.2692 2.4161 2.5976
P 2.3114 -0.3350 0.8284
C 3.4040 1.0570 0.4993
C 4.7862 0.9793 0.8074
C 5.6668 2.0352 0.4915
C 5.1869 3.1125 -0.2388
C 3.8850 3.1479 -0.7011
C 2.9761 2.0991 -0.3707
C 3.4494 -1.6784 1.0158
C 3.8903 -2.3590 -0.1808
C 4.7108 -3.4568 -0.1961
C 5.1646 -3.9881 1.0250
C 5.0275 -3.1201 2.1468
C 4.1583 -2.0272 2.1892
H 2.3799 -0.4697 3.2008
H 1.5352 -1.8983 4.7812
H 1.6097 -1.8351 7.2408
H 0.4082 -0.0504 8.4678
H -1.6706 0.8937 7.2953
H -1.4407 1.3248 4.9836
H -2.6277 1.5763 2.8072
H -3.1724 3.0314 0.7876
H -1.4350 4.7463 1.0468
H 0.5374 4.4662 2.1303
H 1.1764 2.2163 3.1081
H 5.1972 0.1723 1.4238
H 6.6831 1.8904 0.8208
H 5.8469 3.9705 -0.5103
H 3.5563 4.0233 -1.3605
H 1.9231 2.1599 -0.5567
H 3.5526 -1.9095 -1.0635
H 4.7878 -4.0112 -1.1418
H 5.5083 -5.0013 1.1386
H 5.6940 -3.3128 2.9698
H 4.1124 -1.4200 3.1175
C 0.0152 -4.0664 0.3480
C -1.4156 -3.7515 0.0065
O -1.5413 -2.3346 -0.3400
H 0.1585 -4.9411 0.9466
H 0.5347 -3.2256 0.7845
H 0.5591 -4.2150 -0.5786
H -2.0463 -3.9294 0.8845
H -1.7075 -4.3964 -0.8464
H -1.2803 -2.1624 -1.3160
C -4.9285 0.6689 1.7419
C -3.9418 0.0960 0.6171
C -4.1952 0.9107 -0.6053
C -4.3863 -1.3379 0.3166
C -2.4391 0.1024 1.1232
H -4.9163 1.7944 1.7134
H -4.5484 0.2482 2.6646
H -5.9133 0.2974 1.4336
H -5.1774 0.6358 -1.0753
H -3.4612 0.7868 -1.4185
H -4.3581 1.9918 -0.4301
H -5.4328 -1.3542 0.0175
H -4.2599 -1.9407 1.1977
H -3.7007 -1.7564 -0.4464
H -2.4319 -0.7848 1.7665
S 0.6706 -1.1153 -2.3408
P -0.4152 0.4537 -3.1128
S -1.0779 1.5812 -1.6198
C 0.4233 1.2904 -4.4247
C 0.3417 0.8496 -5.7655
C 1.0460 1.4857 -6.7827
C 1.7999 2.6218 -6.4599
C 2.0423 2.9023 -5.1051
C 1.3036 2.2795 -4.1205
C -1.8459 -0.2454 -4.0504
C -2.1637 -1.5823 -4.2311
C -3.4196 -2.0851 -4.5937
C -4.4474 -1.1700 -4.8954
C -4.0931 0.1949 -4.9187
C -2.8609 0.6284 -4.4786
H -0.1974 -0.0689 -6.0368
H 0.9328 1.0427 -7.7949
H 2.3566 3.1799 -7.1658
H 2.8530 3.6057 -4.8840
H 1.4057 2.5900 -3.0750
H -1.5254 -2.4119 -3.9567
H -3.5288 -3.1410 -4.7497
H -5.4995 -1.4553 -5.1289
H -4.7101 0.8889 -5.4624
H -2.6566 1.7089 -4.5254
```

Summary:
Molecular weight, g/mol: 795.87
Highest occupied orbital energy (alpha / beta), eV: -5.101 / -5.103
E_tot, eV: -119126.66698
F_max, eV/A: 3.3
Kohn-Sham gap (alpha / beta), eV: 5.27 / 5.27
ΔE to the lowest compared entry with this formula, charge and spin, kcal/mol: 0.00
LUMO (alpha / beta), eV: 0.16 / 0.16

---

2.
This record from OMol25 describes C14H26Cl2N7O5S5Sr as an isolated structure. The level of theory is ωB97M-V with the def2-TZVPD basis set.

Geometry as XYZ:
```
60
Properties=species:S:1:pos:R:3
Sr 0.2191 -0.2470 -0.2480
C -0.0199 1.3718 4.6379
N 0.2462 -0.0135 4.2698
C 0.8474 -0.8708 5.2859
C 0.0483 -0.4253 3.0149
O -0.4028 0.3063 2.1276
C 0.3943 -1.8875 2.7321
O 0.0957 -2.2646 1.3970
C -0.9894 -3.1441 1.1842
C -2.1288 -2.4771 0.4139
O -2.0541 -1.2923 0.0725
N -3.1755 -3.2578 0.1341
C -3.2182 -4.6720 0.4905
C -4.2924 -2.7300 -0.6422
H -0.7282 1.4023 5.4664
H 0.9058 1.8618 4.9417
H -0.4310 1.8949 3.7822
H 0.9668 -0.2865 6.1938
H 0.2140 -1.7264 5.5239
H 1.8336 -1.2242 4.9815
H 1.4669 -2.0260 2.8765
H -0.1369 -2.5332 3.4356
H -0.6205 -3.9931 0.6035
H -1.3660 -3.5359 2.1323
H -3.1008 -4.8232 1.5636
H -4.1913 -5.0625 0.2076
H -2.4580 -5.2465 -0.0410
H -4.1442 -1.6682 -0.8023
H -4.3501 -3.2372 -1.6061
H -5.2234 -2.8903 -0.0993
N 1.4997 2.3579 -2.5895
N 2.2187 1.6844 -3.5875
C 2.1834 0.3396 -3.6312
N 3.0205 -0.2649 -4.4632
N 1.2717 -0.2386 -2.8298
N 1.1135 -1.5754 -2.8735
O 1.7171 -2.3305 -3.6104
O 0.2625 -1.9862 -2.0587
H 0.8820 3.0259 -3.0364
H 2.1550 2.8738 -2.0089
H 3.0631 2.1445 -3.9233
H 3.6809 0.2786 -4.9931
H 2.9973 -1.2686 -4.5443
C 4.1122 1.5874 3.4225
S 2.8043 2.2983 2.3928
C 3.4808 1.9916 0.8061
C 3.5804 0.7733 0.2187
S 3.0203 -0.7757 0.7385
S 4.4363 0.7937 -1.3091
C 4.5897 2.4996 -1.5069
S 5.2189 3.1948 -2.8712
S 4.1438 3.3536 -0.0824
H 3.8012 1.7111 4.4598
H 5.0495 2.1170 3.2693
H 4.2277 0.5293 3.1949
Cl 0.1297 3.0955 0.2651
C -1.5522 3.1073 -0.2870
Cl -1.8289 1.9059 -1.5680
H -1.7780 4.0867 -0.6899
H -2.1893 2.8563 0.5522
```

Summary:
Molecular weight, g/mol: 691.27
Total charge: +1
Highest occupied orbital energy, eV: -9.757
E_tot, eV: -115660.82710
F_max, eV/A: 0.7
Kohn-Sham gap, eV: 7.22
ΔE to the lowest compared entry with this formula, charge and spin, kcal/mol: 4.44
LUMO, eV: -2.54

---

3.
This record from OMol25 describes C25H25BF3IrN10O5S2 as an isolated structure. The level of theory is ωB97M-V with the def2-TZVPD basis set.

Geometry as XYZ:
```
72
Properties=species:S:1:pos:R:3
Ir 0.7340 -0.0841 -0.1308
C -1.7988 5.0716 -1.0478
C -2.3692 4.4876 0.2423
N -1.3489 3.9704 1.1208
C -0.7664 2.7665 1.0025
S -1.3891 1.6709 -0.3540
N 0.1994 2.4021 1.7526
N 0.8107 1.2473 1.6758
C 1.9504 1.0729 2.3882
C 2.5323 2.2011 3.1726
C 2.6070 -0.1652 2.2697
C 3.8230 -0.4483 2.9393
C 4.4948 -1.6148 2.6872
C 3.9369 -2.5426 1.7999
C 2.7176 -2.2378 1.2194
N 2.0670 -1.1046 1.4323
H -2.6100 5.3276 -1.7217
H -1.1473 4.3494 -1.5318
H -1.2281 5.9717 -0.8432
H -3.0601 3.6748 0.0125
H -2.9089 5.2566 0.7966
H -0.8436 4.6403 1.6828
H 1.9119 3.0815 3.0485
H 3.5345 2.4235 2.8060
H 2.5911 1.9605 4.2333
H 4.2175 0.2773 3.6282
H 5.4452 -1.8176 3.1564
H 4.4422 -3.4638 1.5621
H 2.2407 -2.9443 0.5497
N -0.7510 -2.9661 1.1494
C -0.6563 -3.0772 -0.1819
N -0.9378 -4.2416 -0.7444
C -0.8757 -4.2923 -2.0799
N -1.0996 -5.4498 -2.6946
N -0.5964 -3.2291 -2.8508
C -0.2922 -2.1136 -2.2255
N -0.2962 -1.9768 -0.8812
C 0.0699 -0.9537 -3.0315
C -0.0178 -0.9957 -4.4215
C 0.2930 0.1439 -5.1371
C 0.6935 1.2800 -4.4474
C 0.7695 1.2344 -3.0626
N 0.4612 0.1467 -2.3807
H -0.9567 -3.7890 1.6897
H -0.3616 -2.1490 1.5974
H -1.3105 -6.2797 -2.1690
H -1.0686 -5.4772 -3.6993
H -0.3365 -1.9133 -4.8881
H 0.2185 0.1430 -6.2138
H 0.9533 2.1845 -4.9684
H 1.0892 2.0946 -2.4931
O -2.8122 0.6550 1.8952
B -2.5497 0.5983 0.5526
O -3.3458 -0.3031 -0.0976
C -4.1678 -0.8198 0.8683
C -5.2141 -1.7092 0.7433
C -5.8965 -2.0284 1.9076
C -5.5478 -1.4735 3.1330
C -4.5183 -0.5517 3.2531
C -3.8359 -0.2372 2.0969
H -5.4980 -2.1148 -0.2130
H -6.7286 -2.7132 1.8572
H -6.1017 -1.7567 4.0140
H -4.2772 -0.0933 4.1963
F 6.2286 1.3134 -1.5447
C 5.1455 0.9493 -0.8775
F 5.1960 -0.3706 -0.6838
F 5.1836 1.5306 0.3241
S 3.4896 1.3197 -1.6626
O 3.3776 0.4831 -2.8191
O 3.3899 2.7321 -1.8522
O 2.7056 0.8363 -0.5067
```

Summary:
Molecular weight, g/mol: 869.70
Total charge: +1
Highest occupied orbital energy (alpha / beta), eV: -10.285 / -10.628
Spin multiplicity: 2
E_tot, eV: -84805.56165
F_max, eV/A: 4.5
Kohn-Sham gap (alpha / beta), eV: 6.65 / 7.04
ΔE to the lowest compared entry with this formula, charge and spin, kcal/mol: 16.10
LUMO (alpha / beta), eV: -3.63 / -3.59

---

4.
This record from OMol25 describes a 8-piece molecular cluster, C60H76BBrF4IN2O6P2 overall. The level of theory is ωB97M-V with the def2-TZVPD basis set.

Geometry as XYZ:
```
153
Properties=species:S:1:pos:R:3
C 1.9498 -2.3328 1.0195
C 0.4821 -2.1261 1.4529
C 0.2733 -2.8071 2.8085
C 0.2262 -0.5986 1.4296
C -0.8841 -0.1024 2.3420
C -2.2296 -0.4129 1.6514
O -2.2395 -0.1530 0.2587
C -3.5193 0.0892 2.3838
C -4.6607 -0.0967 1.3449
C -6.1763 0.0151 1.6564
C -6.9547 -0.8265 2.5913
F -6.9427 -2.1880 2.5323
C -7.9191 -0.2799 3.4338
F -9.2104 -0.3539 3.1497
F -7.6989 0.3352 4.5787
P -3.6096 -1.1736 3.8297
N -4.9132 -0.8122 4.8162
O -4.1164 -2.4878 3.0203
N -3.3017 1.5283 2.7580
B -4.5758 2.2532 3.2695
O -5.1267 1.9621 4.4558
O -5.0914 3.2261 2.4405
C -2.0580 1.8379 3.5559
O -2.1742 1.2861 4.8221
C -1.9451 3.3829 3.8207
C -2.1316 3.8506 5.2508
F -3.4206 3.6929 5.7138
C -0.7239 1.4117 2.8188
C -0.4621 2.2666 1.5476
C 1.0023 2.6588 1.1721
C 1.1417 4.1833 1.1488
I 1.4771 2.0270 -0.8506
P 0.5587 1.3226 4.2274
O 1.6887 0.3009 3.6320
Br 1.7252 3.2599 4.3276
H 2.6263 -1.6630 1.5564
H 2.2856 -3.3545 1.1940
H 2.0593 -2.1090 -0.0444
H -0.0987 -2.6028 0.6590
H 0.7424 -3.7900 2.7866
H -0.7921 -2.9841 2.9917
H 0.7185 -2.2295 3.6184
H 0.0345 -0.3456 0.3876
H 1.1783 -0.1075 1.6070
H -0.8762 -0.6751 3.2769
H -2.3189 -1.5034 1.6928
H -2.4491 0.7658 0.0634
H -4.5316 0.6916 0.5924
H -4.4745 -1.0598 0.8790
H -6.6547 -0.1484 0.6776
H -6.4597 1.0559 1.8536
H -4.6668 -0.3352 5.6703
H -5.5953 -1.5483 4.9346
H -3.4972 -3.2106 3.1802
H -3.1411 1.9975 1.8561
H -6.0875 1.8942 4.3614
H -4.8294 4.1097 2.7278
H -1.9614 0.3355 4.8172
H -2.5163 3.9940 3.1140
H -0.9218 3.7004 3.6084
H -1.3775 3.4477 5.9239
H -1.9382 4.9303 5.2276
H -0.8269 1.7593 0.6557
H -1.0162 3.2107 1.5198
H 1.7610 2.1768 1.7784
H 2.1731 4.4885 0.9875
H 0.4882 4.5811 0.3714
H 0.7822 4.6114 2.0880
H 2.4093 0.2347 4.2742
C -5.2513 -6.5986 0.8656
C -4.7676 -5.7385 1.8418
C -3.8328 -6.1914 2.7641
C -3.3732 -7.4999 2.7057
C -3.8545 -8.3576 1.7270
C -4.7955 -7.9084 0.8109
H -5.9824 -6.2483 0.1485
H -5.1227 -4.7154 1.8848
H -3.4586 -5.5260 3.5356
H -2.6420 -7.8509 3.4224
H -3.4978 -9.3786 1.6769
H -5.1710 -8.5820 0.0523
C -4.1939 -13.3288 -0.2864
C -4.0784 -13.1137 -1.6529
C -4.7443 -12.0513 -2.2481
C -5.5200 -11.1986 -1.4749
C -5.6332 -11.4121 -0.1078
C -4.9733 -12.4790 0.4864
H -3.6770 -14.1595 0.1764
H -3.4693 -13.7756 -2.2548
H -4.6589 -11.8880 -3.3146
H -6.0369 -10.3677 -1.9391
H -6.2378 -10.7472 0.4966
H -5.0662 -12.6480 1.5517
C 3.4340 2.4089 -6.8828
C 3.2754 3.7876 -6.9424
C 2.7655 4.4764 -5.8503
C 2.4222 3.7870 -4.6948
C 2.5867 2.4093 -4.6349
C 3.0886 1.7185 -5.7287
H 3.8296 1.8726 -7.7356
H 3.5502 4.3254 -7.8403
H 2.6379 5.5505 -5.8976
H 2.0297 4.3234 -3.8390
H 2.3241 1.8742 -3.7300
H 3.2132 0.6439 -5.6819
C -0.8706 -2.6320 -2.2194
C -0.8360 -4.0198 -2.1943
C -0.0248 -4.7090 -3.0859
C 0.7572 -4.0107 -3.9962
C 0.7257 -2.6229 -4.0191
C -0.0911 -1.9348 -3.1334
H -1.5056 -2.0909 -1.5269
H -1.4420 -4.5654 -1.4812
H -0.0020 -5.7909 -3.0714
H 1.3919 -4.5490 -4.6879
H 1.3372 -2.0786 -4.7273
H -0.1225 -0.8519 -3.1516
C 6.3627 7.2893 -4.1085
C 4.9987 7.0785 -3.9615
C 4.1086 8.1252 -4.1614
C 4.5813 9.3814 -4.5163
C 5.9448 9.5914 -4.6661
C 6.8354 8.5467 -4.4590
H 7.0557 6.4739 -3.9508
H 4.6293 6.0970 -3.6913
H 3.0443 7.9621 -4.0412
H 3.8870 10.1964 -4.6764
H 6.3139 10.5702 -4.9446
H 7.8992 8.7123 -4.5721
C 6.6028 5.3877 0.4268
C 6.5585 4.0191 0.6579
C 5.5714 3.4835 1.4685
C 4.6198 4.3130 2.0422
C 4.6567 5.6814 1.8095
C 5.6521 6.2213 1.0045
H 7.3756 5.8060 -0.2055
H 7.2949 3.3688 0.2032
H 5.5413 2.4163 1.6496
H 3.8450 3.8910 2.6667
H 3.9110 6.3283 2.2559
H 5.6862 7.2880 0.8254
C 7.6741 3.4432 -2.9368
C 6.3135 3.1993 -2.8090
C 5.6592 2.4092 -3.7445
C 6.3673 1.8569 -4.8030
C 7.7288 2.0979 -4.9284
C 8.3821 2.8937 -3.9975
H 8.1846 4.0629 -2.2094
H 5.7629 3.6270 -1.9806
H 4.5963 2.2248 -3.6495
H 5.8574 1.2387 -5.5306
H 8.2811 1.6659 -5.7530
H 9.4426 3.0858 -4.0985
```

Summary:
Molecular weight, g/mol: 1276.84
Total charge: +1
Highest occupied orbital energy, eV: -10.413
E_tot, eV: -186978.99410
F_max, eV/A: 2.6
Kohn-Sham gap, eV: 7.51
ΔE to the lowest compared entry with this formula, charge and spin, kcal/mol: 0.00
LUMO, eV: -2.91

---

5.
This record from OMol25 describes C32H28CdN7S as an isolated structure. The level of theory is ωB97M-V with the def2-TZVPD basis set.

Geometry as XYZ:
```
69
Properties=species:S:1:pos:R:3
Cd 0.0955 -0.3142 -0.2494
N -0.6479 1.9985 0.6100
C -1.6233 1.6829 1.5565
C -1.4423 2.0646 2.9202
C -2.3113 1.6687 3.9410
C -3.4154 0.8598 3.6539
C -3.6614 0.5370 2.3237
C -2.7447 0.8433 1.2906
C -3.0690 0.4161 -0.0823
C -4.3902 0.5342 -0.4506
C -4.7940 0.1452 -1.7144
C -3.8545 -0.2363 -2.6843
C -2.4888 -0.3579 -2.2821
C -2.1123 -0.1011 -0.9780
H 0.1431 2.5568 0.9196
H -0.9292 2.2549 -0.3275
H -0.5140 2.5270 3.1890
H -2.2056 2.0570 4.9623
H -4.1111 0.5381 4.4129
H -4.5664 -0.0188 2.0411
H -5.1452 0.8095 0.2830
H -5.8224 0.2254 -1.9629
H -4.1243 -0.5792 -3.6623
H -1.7851 -0.6744 -3.0673
C 3.6937 0.8038 2.6220
C 3.5266 -0.0337 3.7507
C 2.4372 -0.8938 3.7474
C 1.5745 -0.9528 2.6638
N 1.7298 -0.1623 1.5966
C 2.7435 0.6914 1.5692
C 0.3058 -1.7581 2.7628
C 0.0202 -2.6112 3.8618
C -0.9694 -3.5991 3.7431
C -1.8333 -3.5585 2.6381
C -1.5679 -2.6009 1.6640
N -0.5207 -1.8026 1.6998
H 4.4940 1.4927 2.5699
H 4.2480 -0.0232 4.5304
H 2.3546 -1.6249 4.5533
H 2.7969 1.2922 0.6634
H 0.6655 -2.5069 4.7453
H -1.0998 -4.3272 4.5337
H -2.5853 -4.3304 2.4057
H -2.2734 -2.4199 0.8466
N 2.5241 1.5891 -3.7194
C 3.3242 0.5115 -3.3226
C 4.3667 -0.1188 -3.9477
C 4.7775 -1.3066 -3.3238
C 4.2150 -1.7881 -2.1490
C 3.1600 -1.1210 -1.4909
C 2.6814 0.0168 -2.1557
N 1.4806 0.6741 -1.9487
C 1.4434 1.6359 -2.8871
C 0.4044 2.5702 -3.1062
C 0.2680 3.2719 -4.2970
S -1.2067 4.0612 -4.4327
C -1.5964 3.4741 -2.8312
N -0.6965 2.7501 -2.2667
H 2.7889 2.2653 -4.4470
H 4.8317 0.2090 -4.8748
H 5.5449 -1.9605 -3.7466
H 4.5676 -2.7627 -1.8027
H 2.7821 -1.4323 -0.4910
H 0.9452 3.3254 -5.1386
H -2.5309 3.7097 -2.2495
N 0.4179 -2.3002 -1.6013
H 0.2139 -2.0059 -2.5638
H -0.2575 -3.0013 -1.3969
H 1.3296 -2.7788 -1.6192
```

Summary:
Molecular weight, g/mol: 655.10
Total charge: +1
Highest occupied orbital energy, eV: -9.442
E_tot, eV: -59464.65834
F_max, eV/A: 3.2
Kohn-Sham gap, eV: 6.64
ΔE to the lowest compared entry with this formula, charge and spin, kcal/mol: 4.07
LUMO, eV: -2.80

---

> Look up the molecular weight of the fifth one.

655.10 g/mol

---

> Which value of molecular weight does entry 1 give?

795.87 g/mol

---

> Which of these has the lowest molecular weight?

C32H28CdN7S